--- a ---
# C9H66NO25

A 25-piece molecular cluster, C9H66NO25 overall (the ωB97M-V functional and the def2-TZVPD basis, the Open Molecules 2025 dataset).

Structure (ORCA input):
```
! wB97M-V def2-TZVPD RIJCOSX def2/J DEFGRID3
* xyz -1 1
C 2.213 -2.202 0.663
C 0.953 -1.676 -0.047
C -0.178 -2.467 0.657
C -1.589 -1.826 0.430
C -1.544 -0.416 0.913
C -0.534 0.455 0.064
N 0.855 -0.196 0.155
O 1.873 0.574 -0.526
C -0.525 1.921 0.630
C -1.185 0.577 -1.344
C 1.081 -2.161 -1.541
H 2.298 -2.000 1.731
H 3.060 -1.654 0.250
H 2.417 -3.268 0.556
H -0.139 -2.434 1.746
H -0.304 -3.491 0.306
H -2.229 -2.425 1.078
H -2.042 -2.053 -0.535
H -1.227 -0.308 1.950
H -2.582 -0.109 0.777
H 0.202 2.537 0.101
H -0.179 1.890 1.664
H -1.534 2.331 0.659
H -2.030 1.263 -1.412
H -1.473 -0.363 -1.813
H -0.534 1.123 -2.026
H 1.251 -3.225 -1.379
H 1.960 -1.811 -2.083
H 0.217 -1.935 -2.165
O 5.981 -6.072 4.555
H 5.626 -5.534 3.847
H 5.635 -6.948 4.387
O 3.089 -1.358 7.246
H 3.971 -1.072 7.483
H 2.650 -1.500 8.085
O -2.975 9.113 -0.693
H -3.904 9.234 -0.498
H -2.952 8.379 -1.307
O -7.469 -4.159 -1.178
H -7.076 -4.519 -0.383
H -8.194 -4.752 -1.377
O 2.840 1.151 -5.710
H 2.741 1.119 -4.759
H 3.769 0.977 -5.861
O -5.710 -3.310 -5.497
H -5.584 -2.820 -4.684
H -4.916 -3.838 -5.585
O 3.036 1.708 4.283
H 2.873 0.965 4.865
H 2.419 1.587 3.562
O 2.145 -6.653 -6.697
H 3.011 -6.397 -6.379
H 1.843 -7.309 -6.069
O -6.454 4.399 -3.810
H -5.966 4.425 -4.633
H -6.536 3.467 -3.609
O 6.944 1.772 1.444
H 6.672 1.209 0.719
H 6.125 2.053 1.851
O -1.189 -0.031 -7.897
H -0.364 0.173 -7.458
H -1.422 -0.903 -7.578
O 6.902 2.231 -3.267
H 7.405 2.854 -2.742
H 6.073 2.138 -2.799
O 3.841 5.574 -0.787
H 3.487 4.698 -0.637
H 4.774 5.432 -0.946
O -6.024 3.786 5.383
H -6.980 3.834 5.383
H -5.744 4.572 4.914
O -2.677 2.107 8.302
H -3.229 1.820 7.574
H -2.156 1.336 8.527
O 0.489 8.464 4.561
H 0.904 8.183 3.746
H 1.017 9.205 4.856
O 1.642 9.410 -0.364
H 0.711 9.230 -0.494
H 2.073 8.570 -0.520
O 6.330 -2.090 -7.486
H 6.619 -2.660 -8.198
H 6.019 -2.691 -6.808
O -1.951 -4.655 -6.990
H -2.065 -4.502 -7.928
H -1.011 -4.802 -6.883
O -4.474 8.097 3.501
H -3.844 8.210 2.789
H -4.410 8.906 4.009
O 6.149 -5.472 -4.114
H 5.444 -5.322 -3.484
H 6.892 -5.754 -3.580
O -6.464 -6.685 2.570
H -6.481 -7.557 2.965
H -6.379 -6.087 3.312
O 1.691 -5.768 6.095
H 1.469 -4.838 6.047
H 2.648 -5.788 6.066
O -5.989 -2.044 5.997
H -6.708 -1.505 5.668
H -5.200 -1.637 5.638
*
```

LUMO, eV: 1.6178
HOMO level, Ha: -0.08413


--- b ---
# C9H66NO25

C9H66NO25 as an isolated structure (the ωB97M-V functional and the def2-TZVPD basis, the Open Molecules 2025 dataset).

Structure (ORCA input):
```
! wB97M-V def2-TZVPD RIJCOSX def2/J DEFGRID3
* xyz -1 1
C -9.145 7.550 9.221
C -9.838 7.387 10.550
C -11.231 6.872 10.115
C -11.948 6.351 11.334
C -11.182 5.116 11.848
C -9.777 5.491 12.352
N -9.096 6.334 11.359
O -7.753 6.716 11.644
C -9.037 4.123 12.500
C -10.026 6.148 13.765
C -9.977 8.778 11.237
H -9.773 8.147 8.560
H -8.962 6.675 8.598
H -8.151 7.994 9.281
H -11.189 6.315 9.179
H -11.994 7.636 9.964
H -12.901 5.908 11.046
H -12.086 7.134 12.079
H -11.002 4.428 11.022
H -11.834 4.776 12.654
H -9.422 3.423 13.241
H -7.996 4.219 12.808
H -9.022 3.537 11.582
H -10.530 5.370 14.338
H -10.665 7.021 13.628
H -9.050 6.337 14.210
H -9.071 9.353 11.426
H -10.525 8.685 12.174
H -10.595 9.431 10.621
O -6.722 6.321 13.003
H -6.796 5.486 13.466
H -7.541 6.396 12.513
O -6.965 5.623 8.332
H -6.804 4.765 7.941
H -7.430 5.432 9.146
O -8.592 7.255 6.539
H -9.187 7.222 5.791
H -9.015 6.715 7.206
O -7.567 10.023 12.725
H -8.105 9.440 13.261
H -7.218 9.459 12.035
O -5.562 6.164 10.817
H -6.090 5.550 10.306
H -6.126 6.415 11.549
O -11.827 2.985 13.242
H -12.357 2.570 13.923
H -11.818 3.912 13.478
O -6.660 4.365 13.775
H -6.375 3.673 13.178
H -7.254 3.926 14.384
O -12.994 6.186 9.282
H -12.641 6.038 10.159
H -13.939 6.079 9.383
O -13.048 7.246 13.628
H -12.811 8.171 13.558
H -13.657 7.210 14.365
O -12.895 3.842 10.696
H -12.245 3.819 11.398
H -13.735 3.749 11.144
O -9.785 2.204 13.792
H -9.497 1.915 12.927
H -10.612 2.658 13.630
O -9.242 10.940 11.907
H -9.211 10.724 10.975
H -8.441 10.560 12.268
O -8.704 8.426 13.415
H -9.006 7.862 12.702
H -8.186 7.848 13.975
O -12.761 9.393 10.454
H -12.195 9.536 9.696
H -12.166 9.403 11.204
O -9.317 4.515 14.844
H -10.249 4.573 15.051
H -9.023 5.425 14.803
O -11.594 9.982 12.408
H -12.040 9.529 13.123
H -10.663 9.824 12.567
O -8.878 6.762 15.560
H -8.519 5.958 15.936
H -8.184 7.411 15.672
O -9.843 5.863 7.438
H -10.242 5.910 8.307
H -9.442 4.994 7.406
O -6.915 8.690 11.328
H -7.436 9.134 10.659
H -7.333 7.834 11.428
O -11.166 9.769 9.060
H -11.421 10.658 8.811
H -10.885 9.362 8.241
O -7.354 4.706 10.335
H -7.884 5.437 10.652
H -7.328 4.093 11.070
O -10.467 9.324 14.341
H -9.790 9.072 13.713
H -10.219 8.882 15.152
O -8.424 9.877 9.842
H -8.431 10.330 8.998
H -9.169 9.278 9.799
O -12.426 6.998 7.427
H -12.493 6.800 8.362
H -13.196 7.535 7.240
*
```

LUMO, eV: 1.1977
HOMO level, Ha: -0.17253


Tell me which of them is the least stable. Sure, it is b.


--- a ---
# C3H10NO4

A 3-piece molecular cluster, C3H10NO4 overall (the ωB97M-V functional and the def2-TZVPD basis, the Open Molecules 2025 dataset).

Structure (ORCA input):
```
! wB97M-V def2-TZVPD RIJCOSX def2/J DEFGRID3
* xyz -1 1
O 2.032 -0.029 1.835
C 1.849 -0.147 0.653
N 0.624 -0.559 0.194
C -0.698 -0.201 0.840
O -1.313 0.959 0.375
C 2.868 0.360 -0.253
H 0.622 -0.616 -0.823
H -0.445 -0.114 2.014
H -1.182 -1.211 0.762
H 3.846 0.387 0.270
H 2.870 -0.109 -1.218
H 2.493 1.419 -0.401
H -1.651 -0.249 -2.160
H -1.195 0.750 -1.227
O -1.277 0.662 -2.244
H -2.518 0.105 0.555
H -3.676 -0.788 -0.061
O -3.248 -0.620 0.886
*
```

LUMO, eV: 3.7427
HOMO level, Ha: -0.16958


--- b ---
# C3H10NO4

A 3-piece molecular cluster, C3H10NO4 overall (the ωB97M-V functional and the def2-TZVPD basis, the Open Molecules 2025 dataset).

Structure (ORCA input):
```
! wB97M-V def2-TZVPD RIJCOSX def2/J DEFGRID3
* xyz -1 1
O -1.917 1.603 -1.576
C -1.116 0.700 -1.448
N -1.679 -0.526 -1.039
C -1.220 -1.077 0.427
O -0.111 -1.727 0.103
C 0.267 0.985 -1.785
H -1.556 -1.235 -1.687
H -2.118 -1.716 0.714
H -1.109 -0.154 0.950
H 0.316 1.804 -2.537
H 0.603 1.507 -0.830
H 0.798 -0.031 -1.898
H 1.994 3.899 2.133
H 2.980 3.608 3.322
O 2.981 3.783 2.407
H 0.078 -3.521 0.241
H 0.295 -3.716 1.664
O 0.514 -4.185 0.840
*
```

LUMO, eV: 2.8799
HOMO level, Ha: -0.11966


Tell me which of them is the least stable. Sure, it is b.


--- a ---
# C3H10NO4

A 3-piece molecular cluster, C3H10NO4 overall (the ωB97M-V functional and the def2-TZVPD basis, the Open Molecules 2025 dataset).

Structure (ORCA input):
```
! wB97M-V def2-TZVPD RIJCOSX def2/J DEFGRID3
* xyz -1 1
O 1.533 1.275 -3.656
C 1.598 1.131 -2.453
C 0.996 0.016 -1.689
N 1.150 0.275 -0.247
C -0.189 0.636 0.335
O -1.054 -0.395 0.312
H 2.161 1.851 -1.829
H 1.554 -0.911 -1.892
H -0.045 -0.218 -1.940
H 1.442 -0.568 0.242
H -0.453 1.566 -0.219
H -0.140 0.919 1.432
H -0.356 -1.846 1.109
H -0.299 -1.832 2.567
O 0.140 -2.276 1.858
H -2.944 0.784 2.463
H -2.190 -0.280 1.468
O -2.903 -0.128 2.138
*
```

LUMO, eV: 3.7341
HOMO level, Ha: -0.15395


--- b ---
# C3H10NO4

A 3-piece molecular cluster, C3H10NO4 overall (the ωB97M-V functional and the def2-TZVPD basis, the Open Molecules 2025 dataset).

Structure (ORCA input):
```
! wB97M-V def2-TZVPD RIJCOSX def2/J DEFGRID3
* xyz -1 1
O -4.103 1.634 -0.563
C -3.199 0.963 -0.910
C -1.681 1.266 -0.668
N -1.019 -0.037 -0.979
C 0.483 0.095 -0.684
O 0.849 -0.612 0.381
H -3.356 0.050 -1.478
H -1.363 1.910 0.235
H -1.490 2.089 -1.397
H -1.411 -0.654 -0.229
H 0.732 1.265 -0.787
H 1.049 -0.438 -1.588
H 1.230 -2.476 2.277
H 1.846 -1.176 2.187
O 1.978 -1.975 2.778
H 3.749 -0.341 0.851
H 2.348 -0.641 0.333
O 3.358 -0.923 0.242
*
```

LUMO, eV: 3.4997
HOMO level, Ha: -0.15175


Tell me which of them is the least stable. Sure, it is b.